(P)
Here is a 2-piece molecular cluster, C2H9NO overall from the OMol25 dataset. Energies are from the ωB97M-V functional and the def2-TZVPD basis.

Each line ends with the Mulliken charge.
Atoms and positions in Å:
O (-2.7439, -4.1461, 2.2398)  -0.641
H (-2.9299, -5.0875, 2.3291)  0.320
C (1.4709, 1.9893, -1.4702)  -0.967
C (0.8183, 0.7658, -0.8495)  -0.293
N (-0.0343, 1.1505, 0.3001)  -0.644
H (2.2370, 1.6960, -2.1903)  0.311
H (1.9117, 2.5991, -0.6766)  0.276
H (0.7233, 2.6275, -1.9324)  0.268
H (1.5865, 0.0355, -0.5624)  0.275
H (0.1652, 0.2623, -1.5605)  0.300
H (-3.5287, -3.7358, 2.6198)  0.321
H (-0.2639, 0.2763, 0.7679)  0.238
H (0.5877, 1.5671, 0.9852)  0.235

Computed properties:
E_LUMO (Ha): 0.036
SMILES: CCN.O
Gap between HOMO and LUMO (eV): 10.484
Total charge: 0


(Q)
Here is a 2-piece molecular cluster, C2H9NO overall from the OMol25 dataset. Energies are from the ωB97M-V functional and the def2-TZVPD basis.

Each line ends with the Mulliken charge.
Atoms and positions in Å:
C (2.1824, 0.4711, 0.0093)  -0.544
C (-1.8804, 0.4038, 0.0338)  -0.643
H (1.1789, -1.2418, -0.1658)  0.347
H (3.1812, 0.7740, -0.2164)  0.310
H (1.4703, 1.1523, -0.5797)  0.166
H (2.0255, 0.9647, 1.0162)  0.229
H (-1.4168, -1.3944, 0.9224)  0.240
H (-1.8201, -1.5864, -0.5933)  0.245
H (-1.0995, 0.8772, -0.7789)  0.156
H (-2.8851, 0.4874, -0.7246)  0.224
H (-1.7881, 0.8716, 1.0586)  0.284
N (-1.3276, -0.8252, 0.0425)  -0.488
O (2.1793, -0.9543, -0.0242)  -0.526

Computed properties:
E_LUMO (Ha): 0.031
SMILES: CN.CO
Gap between HOMO and LUMO (eV): 9.925
Total charge: 0


The energy of each structure relative to the most stable one, in eV, is as follows: (P) 0.000; (Q) 2.558.


(P)
Here is C2H5N3O3 as an isolated structure from the OMol25 dataset. Energies are from the ωB97M-V functional and the def2-TZVPD basis.

Each line ends with the Mulliken charge.
Atoms and positions in Å:
C (-0.0280, -0.2306, -0.0502)  0.756
C (0.9165, -1.2279, 0.1045)  0.258
H (0.4266, 2.9401, -1.3512)  0.328
H (-0.8872, 2.0664, 0.0907)  0.343
H (-1.6528, 0.6141, 0.5204)  0.347
H (-0.7580, -1.5413, 1.9543)  0.383
H (1.2167, -1.5931, -2.0387)  0.404
N (-0.3930, 1.9047, -1.1273)  -0.750
N (0.2180, 0.6541, -1.0058)  -0.125
N (-0.8198, 0.3381, 1.0713)  -0.363
O (-1.5219, -0.8811, 1.4511)  -0.493
O (1.7277, -1.6378, -0.9209)  -0.520
O (1.5551, -1.4057, 1.3017)  -0.567

Computed properties:
E_LUMO (Ha): -0.028
Gap between HOMO and LUMO (eV): 9.023
Total charge: 0


(Q)
Here is C2H5N3O3 as an isolated structure from the OMol25 dataset. Energies are from the ωB97M-V functional and the def2-TZVPD basis.

Each line ends with the Mulliken charge.
Atoms and positions in Å:
C (0.6657, -0.4619, -1.0762)  0.410
C (-1.5067, -0.5490, 0.3455)  0.157
H (1.7992, 0.3648, 0.6566)  0.394
H (2.3839, -0.0050, -1.7711)  0.277
H (-0.1752, 0.8905, 0.3711)  0.349
H (-1.8796, -1.1788, -0.6799)  0.261
H (-2.4913, 1.2698, 2.5104)  0.437
N (1.6488, 0.4728, -1.3006)  -0.001
N (-0.1129, -0.1043, 0.0685)  -0.331
N (-2.2063, -0.0833, 1.2813)  -0.382
O (1.9604, 1.1353, -0.2810)  -0.469
O (0.6637, -1.5710, -1.6448)  -0.621
O (-1.3613, 0.7766, 2.2948)  -0.481

Computed properties:
E_LUMO (Ha): 0.008
Gap between HOMO and LUMO (eV): 9.967
Total charge: 0


The energy of each structure relative to the most stable one, in eV, is as follows: (P) 1.987; (Q) 0.000.


(P)
Here is an isolated ion of composition C6H12N and charge +1 from the OMol25 dataset. Energies are from the ωB97M-V functional and the def2-TZVPD basis.

Each line ends with the Mulliken charge.
Atoms and positions in Å:
C (-1.1052, -0.9278, -1.0247)  -0.249
C (-0.1973, -0.9245, -1.9895)  0.008
C (-1.7358, -0.5448, 0.2604)  -0.702
C (-0.8070, 0.1816, 1.2673)  -0.052
C (1.1792, -0.3256, -2.0300)  -0.829
C (-0.4878, 1.6582, 1.0707)  -1.095
N (0.3518, -0.5906, 1.6874)  -0.207
H (-0.3771, -1.7854, -2.7909)  0.272
H (-2.5844, -0.0647, 0.0617)  0.560
H (-2.0063, -1.5023, 0.7922)  0.338
H (1.3359, 0.3531, -1.1062)  0.191
H (1.0255, 0.4297, -2.9498)  0.295
H (2.0453, -0.9522, -2.3834)  0.323
H (0.3072, 2.0592, 0.2676)  0.261
H (-0.0964, 1.8679, 2.0830)  0.417
H (-1.4486, 2.1489, 0.8777)  0.346
H (1.1666, -0.0459, 2.0595)  0.377
H (0.6177, -1.0758, 0.7589)  0.366
H (0.0165, -1.2595, 2.4070)  0.380

Computed properties:
E_LUMO (spin up / spin down) (Ha): -0.180 / -0.143
Gap between HOMO and LUMO (spin up / spin down) (eV): 7.107 / 9.370
Total charge: +1


(Q)
Here is a 2-piece molecular cluster, C6H12N overall from the OMol25 dataset. Energies are from the ωB97M-V functional and the def2-TZVPD basis.

Each line ends with the Mulliken charge.
Atoms and positions in Å:
C (0.7465, 0.5137, 1.6667)  -0.316
C (0.6585, 0.2675, 0.3970)  -0.420
C (2.0587, 0.5612, 0.7180)  0.161
C (2.6029, 1.8224, 0.2050)  -1.250
C (-1.3985, -1.7687, -0.7434)  -1.168
C (-1.1232, -0.3121, -1.0413)  -0.180
N (-2.0487, 0.7315, -0.5298)  -0.292
H (0.3105, 0.5989, 2.5713)  0.476
H (2.7158, -0.1892, 1.0959)  0.378
H (3.4616, 2.3008, 0.7585)  0.331
H (1.8589, 2.5777, -0.0053)  0.326
H (3.0743, 1.7248, -0.7187)  0.372
H (-2.1573, -1.9201, 0.0650)  0.381
H (-1.7240, -2.2889, -1.5621)  0.384
H (-0.5598, -2.2661, -0.3437)  0.325
H (-0.6925, -0.1301, -2.0033)  0.405
H (-3.0433, 0.3606, -0.5160)  0.370
H (-2.0866, 1.6821, -0.9948)  0.360
H (-1.7477, 0.7279, 0.4044)  0.357

Computed properties:
E_LUMO (Ha): -0.157
Gap between HOMO and LUMO (eV): 8.183
Total charge: +1


(R)
Here is an isolated ion of composition C6H12N and charge +1 from the OMol25 dataset. Energies are from the ωB97M-V functional and the def2-TZVPD basis.

Each line ends with the Mulliken charge.
Atoms and positions in Å:
C (2.2758, 1.3461, 0.0585)  -1.022
C (0.2440, 0.0332, 0.7836)  -0.179
C (-0.6800, 0.6415, 0.0631)  -0.534
C (1.6376, 0.2026, 0.1961)  0.467
C (2.1916, -1.0934, -0.3725)  -1.329
C (-2.6164, -0.7330, -0.2530)  -0.687
N (-2.1343, 0.5418, 0.3519)  -0.107
H (3.1306, 1.3008, -0.4578)  0.378
H (1.7469, 2.1966, 0.3477)  0.380
H (0.1281, -0.5745, 1.6794)  0.403
H (-0.3602, 1.3372, -0.7407)  0.403
H (3.2196, -0.9473, -0.4030)  0.390
H (1.9348, -1.0568, -1.4300)  0.331
H (2.1045, -2.0951, 0.0410)  0.396
H (-3.7418, -0.9347, -0.2792)  0.320
H (-2.1057, -0.7377, -1.2187)  0.350
H (-2.0655, -1.5011, 0.4024)  0.309
H (-2.3510, 0.6751, 1.2915)  0.368
H (-2.5582, 1.3988, -0.0601)  0.365

Computed properties:
E_LUMO (Ha): -0.125
SMILES: C=C(C)/C=C/[NH2+]C
Gap between HOMO and LUMO (eV): 9.888
Total charge: +1


The energy of each structure relative to the most stable one, in eV, is as follows: (P) 3.385; (Q) 4.061; (R) 0.000.


(P)
Here is an isolated ion of composition C6H12N and charge +1 from the OMol25 dataset. Energies are from the ωB97M-V functional and the def2-TZVPD basis.

Each line ends with the Mulliken charge.
Atoms and positions in Å:
C (-1.2737, 0.0550, 1.1683)  -0.709
C (-0.5057, 1.2268, 0.9931)  0.404
C (-0.1308, -0.7813, 0.2468)  0.726
C (-0.4948, 2.1376, -0.1202)  -1.154
C (-0.8005, -1.1833, -1.0123)  -1.123
C (2.1869, -1.1788, -0.2345)  -0.793
N (1.1099, -0.6846, 0.4712)  -0.276
H (-1.3721, -0.3454, 2.1481)  0.324
H (-2.2100, -0.1418, 0.5698)  0.321
H (0.2238, 1.5772, 1.8196)  0.324
H (0.5116, 2.2251, -0.6197)  0.316
H (-0.8409, 3.0103, 0.3088)  0.434
H (-1.2272, 1.8178, -0.7838)  0.374
H (-0.0275, -1.7219, -1.5832)  0.389
H (-1.0999, -0.2106, -1.4333)  0.214
H (-1.7095, -1.8016, -0.7610)  0.333
H (1.9829, -1.6597, -1.2105)  0.294
H (2.7894, -1.9729, 0.2822)  0.284
H (2.8879, -0.3680, -0.2495)  0.318

Computed properties:
E_LUMO (Ha): -0.206
Gap between HOMO and LUMO (eV): 8.395
Total charge: +1


(Q)
Here is an isolated ion of composition C6H12N and charge +1 from the OMol25 dataset. Energies are from the ωB97M-V functional and the def2-TZVPD basis.

Each line ends with the Mulliken charge.
Atoms and positions in Å:
C (-2.1083, 1.2151, 1.0990)  -0.196
C (-0.2304, 1.0194, -0.5158)  0.476
C (-0.1423, 1.8453, -1.7382)  -1.314
C (0.7497, -0.0613, -0.2262)  -0.594
C (1.3430, -2.2328, 0.8151)  -1.337
C (0.1721, -1.3200, 0.4499)  -0.271
N (-1.1807, 1.2021, 0.2830)  0.066
H (-2.0798, 1.8650, 1.9671)  0.283
H (-0.3801, -1.0626, 1.3535)  0.293
H (0.8417, 2.3058, -1.8145)  0.353
H (-0.9119, 2.6143, -1.7613)  0.392
H (-0.2639, 1.1989, -2.6093)  0.357
H (1.5162, 0.3637, 0.4313)  0.353
H (1.2476, -0.3334, -1.1583)  0.433
H (-2.9897, 0.6006, 0.9466)  0.305
H (0.9839, -3.1720, 1.2211)  0.365
H (1.9805, -1.7595, 1.5580)  0.365
H (1.9476, -2.4521, -0.0618)  0.358
H (-0.4953, -1.8364, -0.2390)  0.315

Computed properties:
E_LUMO (Ha): -0.159
SMILES: C=[N+]=C(C)CCC
Gap between HOMO and LUMO (eV): 11.462
Total charge: +1


(R)
Here is a 2-piece molecular cluster, C6H12N overall from the OMol25 dataset. Energies are from the ωB97M-V functional and the def2-TZVPD basis.

Each line ends with the Mulliken charge.
Atoms and positions in Å:
C (3.1882, -1.2784, 0.6441)  -0.166
C (1.7376, 0.2456, -0.4265)  0.797
C (1.2908, 1.6346, 0.0611)  -1.152
C (1.4238, -0.1188, -1.6942)  -0.955
C (-3.2939, -0.1027, 0.6196)  -0.726
C (-1.9258, -0.7776, 0.7183)  -0.306
N (2.1333, -0.6232, 0.4907)  -0.268
H (4.2625, -1.2196, 0.3169)  0.262
H (-1.5264, -1.5270, 0.0313)  0.336
H (0.7364, 1.4859, 0.9475)  0.359
H (0.6574, 2.1894, -0.6460)  0.336
H (2.1896, 2.2389, 0.2630)  0.326
H (1.7258, -1.0586, -2.0510)  0.345
H (1.1931, 0.6165, -2.4392)  0.320
H (3.1088, -2.0627, 1.3298)  0.270
H (-3.9918, -0.4582, 1.5681)  0.314
H (-3.7520, -0.2622, -0.3612)  0.300
H (-3.1239, 0.9488, 0.8619)  0.284
H (-1.3540, -0.7251, 1.6883)  0.326

Computed properties:
E_LUMO (spin up / spin down) (Ha): -0.194 / -0.292
Gap between HOMO and LUMO (spin up / spin down) (eV): 7.970 / 3.291
Total charge: +1


(S)
Here is an isolated ion of composition C6H12N and charge +1 from the OMol25 dataset. Energies are from the ωB97M-V functional and the def2-TZVPD basis.

Each line ends with the Mulliken charge.
Atoms and positions in Å:
C (0.6305, 2.0534, 0.5680)  -0.549
C (0.1630, 0.9193, 1.1387)  0.025
C (0.0806, 1.7428, -0.8185)  -0.811
C (-0.3302, 0.3702, -0.1940)  0.314
C (0.2221, 0.1799, 2.3962)  -1.284
C (-0.8380, -1.7075, -1.4355)  -0.750
N (0.1598, -0.9675, -0.6173)  -0.133
H (0.9444, 2.9874, 0.9791)  0.440
H (-0.7253, 2.2990, -1.2899)  0.279
H (0.8061, 1.6133, -1.7332)  0.256
H (-1.4649, 0.2757, 0.0123)  0.160
H (0.1390, -0.8550, 2.2886)  0.405
H (-0.6116, 0.5668, 2.8587)  0.366
H (1.1329, 0.4259, 2.8872)  0.355
H (-1.7958, -1.5390, -0.8504)  0.330
H (-0.8788, -1.4246, -2.5152)  0.302
H (-0.4837, -2.7298, -1.4835)  0.393
H (1.0980, -1.1337, -1.1739)  0.460
H (0.4665, -1.4680, 0.2971)  0.443

Computed properties:
E_LUMO (Ha): -0.127
SMILES: C[NH2+][C@@H]1CC=C1C
Gap between HOMO and LUMO (eV): 9.978
Total charge: +1


The energy of each structure relative to the most stable one, in eV, is as follows: (P) 2.524; (Q) 0.000; (R) 4.903; (S) 1.841.